# 1
{
  "formula": "C31H55Cl19O3P",
  "method": "ωB97M-V with the def2-TZVPD basis set",
  "total_energy_ha": -10524.85454,
  "multiplicity": 1,
  "total_charge": -1,
  "gap_ev": 6.0,
  "symbols": ["O", "C", "C", "P", "O", "C", "C", "Cl", "C", "C", "C", "C", "C", "C", "C", "C", "C", "O", "H", "H", "H", "H", "H", "H", "H", "H", "H", "H", "H", "H", "H", "H", "H", "H", "H", "H", "H", "Cl", "C", "C", "Cl", "H", "H", "H", "H", "Cl", "C", "C", "Cl", "H", "H", "H", "H", "Cl", "C", "C", "Cl", "H", "H", "H", "H", "Cl", "C", "C", "Cl", "H", "H", "H", "H", "Cl", "C", "C", "Cl", "H", "H", "H", "H", "Cl", "C", "C", "Cl", "H", "H", "H", "H", "Cl", "C", "C", "Cl", "H", "H", "H", "H", "Cl", "C", "C", "Cl", "H", "H", "H", "H", "Cl", "C", "C", "Cl", "H", "H", "H", "H"],
  "coordinates": [[-0.1363, -3.2104, 2.5452], [-0.1102, -2.4931, 3.5309], [-0.3590, -0.9500, 3.5242], [1.1663, 0.0667, 4.1634], [0.3724, 1.4845, 3.5320], [0.8258, 1.7664, 2.2104], [1.9134, 0.6942, 1.6567], [1.0730, -0.4401, 0.4707], [3.0530, 1.6273, 1.1210], [4.0661, 0.9385, 0.1310], [4.9015, 1.9895, -0.7430], [4.8775, 1.4475, -2.2197], [5.9268, 0.5999, -2.7694], [5.7617, 0.1318, -4.1592], [4.5561, 0.5120, -4.9168], [3.5106, 1.3595, -4.3603], [3.6837, 1.8380, -2.9857], [2.1727, -0.1386, 2.7574], [0.0762, -3.0020, 4.5354], [-1.1838, -0.7845, 4.3077], [-0.7897, -0.5871, 2.5548], [0.4730, 0.0421, 5.4331], [1.7151, -1.2242, 4.5596], [2.1628, 0.8360, 4.8889], [-0.0268, 1.9879, 1.5139], [1.3227, 2.7774, 2.3418], [3.6482, 2.0077, 1.9943], [2.6020, 2.5308, 0.6169], [3.4472, 0.3406, -0.5952], [4.7482, 0.2066, 0.6502], [4.4671, 3.0202, -0.6822], [5.9453, 2.0424, -0.3404], [6.8064, 0.3020, -2.1458], [6.5146, -0.5312, -4.6565], [4.4111, 0.1529, -5.9641], [2.5786, 1.6411, -4.9090], [2.9077, 2.4659, -2.4786], [6.4837, 2.3056, -5.0299], [7.1452, 3.5955, -6.0774], [7.6795, 4.7663, -5.2811], [6.3801, 5.6759, -4.4675], [6.3595, 3.9067, -6.7667], [7.9522, 3.1474, -6.6595], [8.1871, 5.4675, -5.9458], [8.3907, 4.4416, -4.5222], [4.7128, -3.9075, -7.6689], [6.2817, -3.9907, -6.8294], [6.4935, -2.8201, -5.8967], [6.7035, -1.2859, -6.7782], [7.0657, -4.0481, -7.5839], [6.2869, -4.9208, -6.2602], [7.4003, -2.9747, -5.3103], [5.6582, -2.7003, -5.2061], [-3.4709, -1.8208, 4.1692], [-3.0446, -3.1633, 5.2585], [-3.5810, -2.9577, 6.6567], [-2.7664, -1.6145, 7.4988], [-1.9602, -3.2672, 5.2557], [-3.4744, -4.0678, 4.8288], [-3.4106, -3.8549, 7.2525], [-4.6511, -2.7526, 6.6492], [-8.2550, -3.1742, 3.6949], [-7.0768, -2.4152, 2.5918], [-7.7194, -1.3834, 1.6940], [-8.8217, -2.1183, 0.4989], [-6.5964, -3.2053, 2.0155], [-6.3185, -1.9406, 3.2156], [-6.9500, -0.8552, 1.1304], [-8.2852, -0.6498, 2.2671], [0.3667, 2.1075, -2.2754], [-0.4539, 3.3346, -3.2619], [-1.0889, 2.7298, -4.4842], [0.1506, 2.1556, -5.6271], [0.2748, 4.1008, -3.5283], [-1.2138, 3.7946, -2.6302], [-1.6888, 3.4773, -5.0049], [-1.7382, 1.8927, -4.2303], [-5.0252, -5.8622, 5.4358], [-6.4160, -6.6742, 6.1946], [-7.3009, -5.7041, 6.9433], [-6.5021, -5.0480, 8.3953], [-6.0344, -7.4573, 6.8493], [-6.9826, -7.1475, 5.3921], [-8.2037, -6.2139, 7.2818], [-7.5983, -4.8662, 6.3131], [3.8354, 4.7289, 2.5201], [5.0194, 5.4575, 1.4091], [4.3942, 6.5052, 0.5160], [3.2657, 5.7950, -0.6663], [5.4749, 4.6558, 0.8273], [5.7945, 5.9131, 2.0267], [5.1713, 7.0149, -0.0553], [3.8515, 7.2518, 1.0948], [-7.0319, -6.9150, -1.9782], [-8.7771, -6.5891, -1.8345], [-9.0917, -5.6541, -0.6889], [-8.7948, -6.4086, 0.8971], [-9.2910, -7.5437, -1.7245], [-9.0930, -6.1379, -2.7757], [-10.1469, -5.3793, -0.7149], [-8.5017, -4.7401, -0.7435], [-1.8817, 6.0005, -0.9058], [-3.4185, 5.5182, -0.1470], [-3.8291, 4.1162, -0.5370], [-4.2894, 4.0036, -2.2567], [-4.1766, 6.2506, -0.4234], [-3.2699, 5.5727, 0.9317], [-4.6998, 3.8112, 0.0441], [-3.0292, 3.3991, -0.3535]],
  "forces_ev_per_angstrom": [[0.08, 0.30, 0.65], [-0.53, 1.12, -0.74], [-1.32, -1.35, 0.18], [-0.76, -1.67, 2.42], [0.85, -0.65, -1.26], [0.03, 1.51, 0.72], [-1.65, 1.08, 2.62], [0.51, 0.72, -0.66], [1.19, -1.05, -0.69], [-0.61, 0.22, -0.42], [0.12, -1.32, -0.16], [-0.34, 0.64, -0.63], [-2.27, 0.19, -1.53], [-2.23, 0.05, 1.74], [-0.51, -0.17, 1.63], [1.67, -0.49, 2.02], [1.69, -1.49, -1.11], [0.61, 1.67, -1.92], [0.04, 0.71, -0.56], [1.46, -0.04, -1.03], [0.49, -0.74, 0.61], [-0.27, 0.60, -0.02], [0.51, 0.46, 0.20], [0.27, 0.09, -0.75], [0.58, -0.74, 0.36], [-0.03, -0.99, -0.58], [-0.93, -0.41, -0.52], [0.28, -1.03, 0.40], [0.62, 0.48, 0.74], [-0.69, 0.82, -0.41], [0.19, -0.93, -0.18], [-0.71, 0.01, -0.46], [-0.89, 0.38, -0.72], [-0.89, 1.09, 0.97], [0.39, 0.30, 1.04], [1.19, -0.43, 0.43], [0.96, -0.67, -0.66], [1.38, 1.95, -1.23], [0.05, 0.09, 0.18], [0.21, 0.02, -0.28], [-0.02, -0.01, 0.06], [0.02, 0.04, 0.11], [0.03, 0.08, 0.07], [-0.07, -0.01, 0.02], [-0.15, -0.04, 0.01], [0.01, 0.02, -0.04], [0.14, -0.07, 0.07], [-0.01, -0.15, 0.12], [0.19, -0.32, -0.69], [-0.10, 0.09, 0.02], [-0.04, 0.09, 0.04], [-0.02, -0.03, -0.08], [0.00, 0.05, -0.12], [-0.45, -0.11, 0.01], [0.04, -0.15, 0.06], [-0.07, -0.15, -0.03], [-0.01, 0.05, -0.01], [-0.07, 0.15, 0.01], [0.08, 0.21, 0.02], [0.02, 0.02, -0.09], [0.09, 0.03, -0.03], [-0.08, -0.05, 0.02], [0.25, 0.11, -0.08], [0.19, 0.11, 0.15], [-0.10, 0.00, -0.03], [-0.12, 0.02, 0.04], [-0.05, 0.00, -0.04], [0.01, -0.12, 0.03], [-0.05, -0.14, -0.03], [-0.15, -0.09, 0.16], [-0.05, 0.21, 0.18], [-0.26, 0.13, 0.01], [-0.12, -0.07, -0.22], [-0.02, -0.10, -0.04], [-0.04, -0.04, -0.11], [0.10, 0.02, 0.02], [0.16, -0.02, 0.01], [-0.11, -0.16, 0.07], [-0.15, -0.14, 0.00], [-0.16, -0.05, -0.12], [0.04, 0.03, 0.00], [0.03, 0.14, 0.00], [-0.02, 0.11, 0.02], [0.09, -0.04, -0.01], [0.14, -0.03, 0.03], [0.02, 0.12, 0.01], [0.10, 0.01, 0.01], [0.15, 0.11, 0.03], [-0.04, -0.01, 0.01], [-0.12, 0.04, -0.01], [-0.06, 0.06, -0.05], [0.00, -0.10, 0.01], [-0.04, -0.14, -0.01], [0.00, -0.03, 0.02], [-0.15, 0.02, -0.05], [-0.07, 0.10, -0.13], [0.04, 0.01, 0.02], [0.10, 0.05, 0.07], [0.03, 0.05, 0.08], [0.04, -0.07, -0.02], [0.04, -0.12, 0.04], [0.02, 0.05, -0.04], [-0.13, -0.02, 0.12], [0.04, -0.04, 0.26], [0.03, 0.00, -0.07], [0.07, -0.08, -0.09], [0.04, -0.11, -0.06], [0.03, 0.08, -0.04], [-0.01, 0.09, -0.08]]
}


# 2
{
  "formula": "C4H6N2O",
  "method": "ωB97M-V with the def2-TZVPD basis set",
  "total_energy_ha": -340.69077,
  "multiplicity": 1,
  "de_lowest_kj_mol": 273.4,
  "gap_ev": 11.1,
  "symbols": ["H", "N", "C", "C", "N", "O", "C", "C", "H", "H", "H", "H", "H"],
  "coordinates": [[1.4743, 0.3258, -1.9453], [1.2646, -0.4594, -1.3396], [1.3438, -0.1735, -0.1173], [1.7884, 1.1034, 0.4502], [2.1081, 2.1301, 0.8781], [0.7175, -0.9740, 0.7670], [-0.6575, -0.5045, 0.6940], [-1.3033, -0.3497, -0.7505], [-1.1925, -1.1941, 1.3633], [-0.6709, 0.4798, 1.1821], [-0.7400, -0.1176, -1.6740], [-1.8305, -1.2581, -1.0301], [-1.9723, 0.5059, -0.6752]],
  "forces_ev_per_angstrom": [[0.78, 0.07, -0.07], [0.76, 0.18, 0.07], [-0.01, 0.00, -0.53], [0.42, 0.92, 0.23], [-0.29, -1.03, -0.41], [0.04, 0.05, -0.24], [-0.57, 0.28, -0.39], [-0.38, -0.20, 0.52], [-0.07, 0.20, -0.62], [-0.05, -0.10, -0.09], [0.23, -0.14, 1.16], [-0.33, 0.01, 0.21], [-0.51, -0.25, 0.17]]
}


# 3
{
  "formula": "C7H12N2O5",
  "method": "ωB97M-V with the def2-TZVPD basis set",
  "total_energy_ha": -759.70219,
  "multiplicity": 1,
  "de_lowest_kj_mol": 27.2,
  "gap_ev": 10.4,
  "symbols": ["C", "C", "N", "C", "O", "N", "C", "C", "C", "O", "O", "C", "O", "O", "H", "H", "H", "H", "H", "H", "H", "H", "H", "H", "H", "H"],
  "coordinates": [[2.9391, -1.0284, 0.9069], [2.5696, -0.3254, -0.4164], [2.8965, 1.0953, -0.2157], [1.0482, -0.5453, -0.6672], [0.6305, -1.6141, -1.1237], [0.2710, 0.3988, -0.1854], [-1.1799, 0.3693, -0.4081], [-1.8905, -0.7889, 0.2549], [-3.3390, -0.8760, -0.2601], [-3.7234, -0.3904, -1.2900], [-4.1816, -1.5938, 0.4763], [-1.7836, 1.6826, 0.0572], [-2.7248, 1.8761, 0.7879], [-1.1454, 2.7555, -0.5359], [2.5103, -2.0482, 0.9951], [2.5247, -0.4800, 1.7891], [4.0234, -1.0565, 1.1254], [3.1085, -0.8031, -1.2268], [2.9755, 1.5391, -1.0890], [3.8562, 1.1751, 0.2063], [0.7611, 1.2170, 0.0361], [-1.3907, 0.3105, -1.5013], [-1.4527, -1.7371, -0.0940], [-1.8558, -0.6665, 1.3314], [-3.7577, -1.9504, 1.2618], [-1.6897, 3.4848, -0.2149]],
  "forces_ev_per_angstrom": [[-0.51, -0.33, 1.16], [-0.19, -0.03, 1.19], [1.15, -0.64, 1.20], [1.21, -2.51, -0.19], [0.49, 0.93, -0.01], [-1.88, -0.12, -0.15], [0.09, 0.22, -0.52], [-0.68, -0.37, -0.68], [0.49, 0.66, -0.40], [0.33, -0.02, 0.23], [-0.47, -0.44, 0.37], [-0.04, 1.32, -0.41], [0.75, -0.76, -0.39], [-0.51, -1.11, 0.57], [0.46, 0.50, -0.36], [0.04, -0.12, -0.82], [-0.39, -0.12, -0.58], [0.01, -0.06, -0.31], [0.02, 0.83, -1.38], [-1.41, -0.16, -0.41], [0.40, 1.65, 0.57], [0.17, 0.07, 0.61], [0.24, 0.33, 0.44], [-0.02, -0.27, 0.24], [0.13, 0.01, 0.13], [0.13, 0.53, -0.08]]
}


# 4
{
  "formula": "C25H29F3IrN5O5SSe2",
  "method": "ωB97M-V with the def2-TZVPD basis set",
  "total_energy_ha": -7224.68377,
  "multiplicity": 2,
  "s_squared": 0.7888,
  "total_charge": 1,
  "de_lowest_kj_mol": 397.4,
  "gap_ev": [4.9, 4.9],
  "symbols": ["Ir", "C", "O", "C", "C", "C", "C", "C", "C", "N", "N", "C", "O", "C", "C", "C", "C", "C", "C", "C", "O", "H", "H", "H", "H", "H", "H", "H", "H", "H", "H", "H", "H", "C", "Se", "C", "C", "Se", "C", "H", "H", "H", "H", "H", "H", "H", "H", "H", "H", "C", "C", "C", "N", "N", "C", "N", "S", "H", "H", "H", "H", "H", "H", "H", "F", "C", "F", "F", "C", "O", "O"],
  "coordinates": [[0.7392, 0.3740, 0.2382], [4.5997, 1.2100, 1.5206], [4.8547, 0.1573, 2.4221], [3.8847, -0.5102, 3.0569], [4.3068, -1.3967, 4.0369], [3.4023, -2.1765, 4.7399], [2.0544, -2.1366, 4.4192], [1.5639, -1.2998, 3.4157], [0.1742, -1.3401, 3.0824], [-0.3859, -0.7082, 2.1075], [-1.6753, -0.7609, 1.8584], [-2.1797, 0.1291, 1.0160], [-1.4842, 1.0397, 0.4741], [-3.5944, -0.0377, 0.6474], [-4.2120, -1.2751, 0.8224], [-5.4893, -1.4856, 0.3416], [-6.1710, -0.4544, -0.2865], [-5.5784, 0.7906, -0.4213], [-4.2899, 1.0005, 0.0309], [2.4642, -0.3750, 2.7537], [2.0619, 0.5345, 1.9763], [5.5790, 1.5832, 1.2239], [4.0273, 2.0018, 2.0080], [4.0712, 0.8702, 0.6235], [5.3653, -1.4501, 4.2349], [3.7584, -2.8229, 5.5276], [1.3596, -2.7727, 4.9481], [-0.4490, -1.9686, 3.7194], [-3.6701, -2.0549, 1.3327], [-5.9550, -2.4534, 0.4469], [-7.1699, -0.6176, -0.6607], [-6.1252, 1.5950, -0.8882], [-3.8212, 1.9671, -0.0667], [1.6089, 4.4530, 0.8819], [0.1412, 3.1663, 0.6979], [-0.2309, 3.3277, -1.2334], [0.9726, 3.1669, -2.1346], [1.8882, 1.4015, -1.9389], [1.1420, 0.6069, -3.5259], [1.3041, 5.4201, 0.4933], [2.4990, 4.1016, 0.3694], [1.8088, 4.5447, 1.9467], [-0.6878, 4.3091, -1.3940], [-0.9644, 2.5400, -1.4208], [1.7198, 3.9372, -1.9420], [0.6564, 3.2579, -3.1743], [1.5114, 1.1507, -4.3909], [0.0567, 0.6448, -3.4672], [1.4870, -0.4190, -3.5693], [-3.3076, 1.0582, -3.4637], [-3.3489, -0.4636, -3.3589], [-2.3323, -0.9890, -2.4150], [-1.3402, -0.3302, -1.9543], [-0.5411, -1.0083, -1.1248], [-0.9163, -2.2500, -0.9217], [-0.3072, -3.0927, -0.0917], [-2.3634, -2.6566, -1.8272], [-4.1238, 1.3979, -4.0939], [-2.3717, 1.3924, -3.9021], [-3.4121, 1.5078, -2.4802], [-3.1830, -0.9169, -4.3427], [-4.3356, -0.7941, -3.0241], [0.5866, -2.7915, 0.2876], [-0.4976, -4.0791, -0.1234], [3.2999, -4.0225, -0.6225], [3.9608, -2.8540, -0.5385], [4.9247, -2.8578, -1.4517], [4.5460, -2.8261, 0.6705], [2.9524, -1.6546, -0.6944], [3.1117, -0.8764, -1.6185], [2.0697, -1.6580, 0.1912]],
  "forces_ev_per_angstrom": [[0.04, -1.87, 1.18], [-0.05, 0.48, -0.63], [-0.02, -0.36, 0.50], [-0.16, -0.30, -0.39], [-0.03, 0.41, -0.18], [-0.31, 0.19, -0.27], [-0.24, -0.05, 0.01], [0.48, 0.49, -0.13], [-0.43, -0.29, 0.35], [1.52, 1.51, -2.59], [-1.00, -0.74, 1.37], [1.00, -0.20, -0.07], [-0.03, 0.28, -0.25], [-0.32, -0.08, -0.13], [0.08, 0.15, 0.06], [-0.08, -0.03, -0.04], [-0.03, -0.04, 0.01], [-0.08, 0.07, -0.08], [0.16, -0.13, 0.18], [0.55, -1.48, 0.43], [-0.75, 1.76, -1.17], [-0.04, -0.03, 0.10], [0.05, 0.00, -0.10], [0.07, 0.02, 0.17], [0.12, 0.01, 0.04], [-0.02, -0.10, 0.00], [-0.06, -0.07, 0.02], [-0.17, 0.10, -0.13], [0.04, -0.13, 0.01], [-0.05, -0.09, 0.06], [-0.11, -0.02, -0.03], [-0.05, 0.11, -0.05], [0.10, 0.10, -0.07], [-0.03, -0.34, -0.16], [0.40, -0.69, -0.28], [-0.04, 0.09, 0.13], [0.01, -0.32, 0.32], [-0.42, 0.49, 1.44], [-0.36, -0.23, -0.04], [-0.11, 0.03, -0.06], [0.07, 0.01, -0.01], [-0.03, -0.07, 0.00], [-0.02, -0.12, 0.08], [-0.04, 0.10, 0.11], [0.06, -0.12, -0.04], [0.08, -0.09, -0.03], [0.13, 0.14, 0.09], [0.10, -0.01, -0.02], [0.06, -0.10, 0.09], [-0.05, -0.22, -0.02], [-0.18, 0.14, -0.19], [0.16, -0.69, 0.24], [-0.76, 0.99, -0.90], [1.10, 0.32, 1.01], [-0.57, -0.41, -0.26], [0.24, -0.19, 0.23], [0.62, 0.51, 0.18], [-0.06, 0.08, -0.07], [0.11, 0.07, -0.04], [0.01, 0.06, 0.04], [-0.05, 0.00, 0.07], [0.01, 0.01, 0.00], [0.03, -0.10, -0.08], [-0.09, 0.06, -0.03], [-0.14, 0.04, -0.11], [0.05, -0.04, 0.16], [-0.25, 0.16, -0.01], [-0.08, 0.19, 0.02], [1.33, -0.48, -1.02], [0.17, -0.19, -0.14], [-1.64, 1.23, 1.11]]
}